Record 1
10
Properties=species:S:1:pos:R:3:nbo_charge:R:1 method="wB97M-V/def2-TZVPD" multiplicity=1 gap_ev="7.70 / 7.24" relative_energy_kj_mol=520.2 e_tot_ha=-346.37062
F 2.29 -0.47 -0.17 -0.202
O 0.56 1.37 -0.98 -0.410
N 1.09 -0.59 -0.79 0.267
C -0.90 0.17 0.33 -0.372
C 0.09 -0.97 0.13 -0.358
C -0.48 1.30 -0.23 0.160
H -0.95 2.25 0.01 0.216
H -1.76 0.02 0.95 0.227
H 0.51 -1.29 1.10 0.223
H -0.45 -1.80 -0.35 0.248

=====

Record 2
10
Properties=species:S:1:pos:R:3:nbo_charge:R:1 method="wB97M-V/def2-TZVPD" multiplicity=1 smiles=N#C[C@H](F)CO gap_ev=11.92 relative_energy_kj_mol=98.2 e_tot_ha=-346.53136
F -0.75 1.69 -0.14 -0.336
O 1.93 -0.91 0.04 -0.681
N -1.84 -1.44 -0.15 -0.260
C -1.09 -0.61 0.09 0.207
C -0.17 0.50 0.37 0.096
C 1.30 0.33 -0.18 -0.074
H 1.11 0.49 -1.25 0.169
H 1.83 1.22 0.18 0.198
H 1.19 -1.55 -0.02 0.475
H -0.05 0.65 1.42 0.208

=====

Record 3
10
Properties=species:S:1:pos:R:3:nbo_charge:R:1 method="wB97M-V/def2-TZVPD" multiplicity=1 smiles="C=C(F)C(N)=O" gap_ev=10.35 relative_energy_kj_mol=147.4 e_tot_ha=-346.51263
F -0.23 1.53 -0.61 -0.333
O 0.57 -1.40 0.68 -0.644
N -0.02 0.51 1.67 -0.749
C 0.14 -0.39 -1.70 -0.402
C 0.17 -0.20 0.67 0.545
C 0.18 0.30 -0.63 0.262
H -0.13 -0.11 2.54 0.417
H -0.19 0.07 -2.65 0.223
H -0.77 1.23 1.49 0.408
H 0.28 -1.54 -1.46 0.272